Entry 1:
The following is a quantum chemistry calculation of a cluster of 3 separate species, C4H17N2O2 in total at a distorted geometry, from the OMol25 dataset.

Computed properties:
**Total charge**: +1
**Energy above the lowest of the compared OMol25 structures with the same formula, charge and spin**: 1.555 eV
**Spin multiplicity**: 1
**Frontier orbital gap**: 10.20 eV
**E**: -422.3355 Ha

Element x y z (Å)
C1 -1.243041 1.681621 -0.277188
N1 -2.275122 0.805758 0.209885
C2 0.076470 0.967311 -0.506721
N2 0.217172 -0.243923 0.499278
C3 -0.045502 0.113673 1.910314
C4 0.288462 0.359404 -1.882648
H1 -0.992395 2.450169 0.474370
H2 -1.570974 2.363034 -1.065111
H3 -2.921581 1.194315 0.866814
H4 -2.732975 0.170227 -0.400438
H5 0.932515 1.491496 -0.078102
H6 1.226889 -0.413775 0.504159
H7 -0.237247 -1.092591 0.140909
H8 0.702656 -0.425795 2.492361
H9 -0.986833 -0.258495 2.331488
H10 -0.188091 1.154653 2.180998
H11 -0.229530 1.029444 -2.595689
H12 -0.294983 -0.552132 -2.002582
H13 1.286899 0.437282 -2.287218
H14 3.272824 0.161199 -1.201401
H15 3.776718 -0.898512 -0.311934
O1 2.964540 -0.379997 -0.451903
H16 0.385875 -3.464246 0.701194
H17 -0.950023 -3.620762 0.087061
O2 -0.462724 -3.029358 0.662105

Forces on the atoms, in the same order (eV/Å):
C -0.2 1.2 1.0
N 0.4 -0.2 0.8
C 0.8 -2.1 0.8
N 0.0 1.7 -0.4
C -1.2 -1.5 1.7
C -1.3 2.0 -1.0
H -0.5 -0.5 0.3
H 0.4 -0.5 -0.8
H -0.2 0.3 0.1
H -0.2 -0.1 -0.8
H -0.1 0.9 -1.0
H 0.0 -0.3 -0.7
H -0.3 0.0 0.7
H 0.2 0.7 0.2
H 0.0 -0.5 -0.9
H 1.0 0.3 -0.7
H 0.0 -0.1 0.3
H 0.7 -0.4 0.0
H 0.3 -1.0 0.3
H -0.5 0.0 0.3
H -0.5 -0.1 0.4
O 1.1 0.0 -0.6
H 0.6 -0.2 0.3
H -0.5 -0.1 -0.1
O -0.1 0.3 -0.2

These are the Löwdin partial charges, in e, on atoms 1 to 4: -0.234, 0.031, -0.272, 0.012

***

Entry 2:
The following is a quantum chemistry calculation of a cluster of 4 separate species, C4H17N3O4 in total at a distorted geometry, from the OMol25 dataset.

Computed properties:
**Total charge**: 0
**Energy above the lowest of the compared OMol25 structures with the same formula, charge and spin**: 1.554 eV
**Spin multiplicity**: 1
**Frontier orbital gap**: 9.87 eV
**E**: -627.8113 Ha

Element x y z (Å)
C1 -1.025240 -0.272310 0.970570
N1 -0.478265 0.754373 1.894131
C2 0.898856 0.893932 1.766841
N2 1.575369 1.794171 2.580510
O1 1.614687 0.135430 1.084351
C3 -1.482279 0.049086 -0.427241
C4 -2.184092 1.373485 -0.644817
N3 -2.478646 -0.912224 -0.795791
H1 -0.378216 -1.112760 0.928908
H2 -1.909964 -0.703356 1.539727
H3 -1.034445 1.613892 1.984080
H4 2.634210 1.762513 2.716646
H5 1.016458 2.303077 3.243398
H6 -0.452862 0.058099 -1.117118
H7 -2.309936 1.447945 -1.779272
H8 -3.166270 1.497575 -0.112836
H9 -1.541089 2.281378 -0.612001
H10 -2.334071 -1.031029 -1.815020
H11 -2.307466 -1.727975 -0.257883
H12 2.215108 0.327012 -0.795093
H13 3.577949 0.046440 -1.381815
O2 2.605395 -0.275489 -1.392316
H14 2.033168 -2.150420 0.639583
H15 0.759322 -2.962415 0.904491
O3 1.682456 -2.986764 0.809723
H16 0.717922 -1.073624 -3.992868
H17 1.225873 -0.485341 -2.703866
O4 0.526067 -0.644699 -3.235024

Forces on the atoms, in the same order (eV/Å):
C -2.4 -0.1 2.2
N 0.8 0.2 -1.5
C 2.7 -0.7 0.6
N 0.2 0.2 0.0
O -1.4 0.7 0.3
C 2.4 1.9 -1.0
C 0.4 1.7 -1.9
N 0.4 0.1 -1.6
H 1.0 -0.3 0.1
H 0.6 0.7 -0.6
H 0.4 -0.7 0.0
H -2.6 -0.2 -0.6
H 0.3 0.1 0.2
H -2.7 -0.2 1.5
H -0.7 -0.5 1.3
H 1.0 -0.2 -0.5
H -0.2 -0.4 1.0
H -0.5 -0.7 1.0
H 0.0 -1.4 -0.2
H -1.0 0.9 1.6
H -2.4 -1.0 -0.3
O 3.6 0.0 -1.3
H 0.4 2.4 -0.4
H -1.6 0.4 0.1
O 1.2 -2.8 0.3
H 1.4 -2.1 -3.5
H 4.1 0.5 2.4
O -5.5 1.5 1.0

These are the Löwdin partial charges, in e, on atoms 1 to 4: -0.179, 0.085, -0.549, 0.132

***

Entry 3:
The following is a quantum chemistry calculation of a cluster of 10 separate species, C4H18BO17 in total at a distorted geometry, from the OMol25 dataset.

Computed properties:
**Total charge**: -2
**Energy above the lowest of the compared OMol25 structures with the same formula, charge and spin**: 0.000 eV
**Spin multiplicity**: 2
**Frontier orbital gap (spin up / spin down)**: 3.49 / 7.33 eV
**E**: -1467.4518 Ha
**<S²>**: 0.75

Element x y z (Å)
O1 -3.410193 0.063984 -0.345808
C1 -2.195399 0.134404 -0.206181
O2 -1.292991 -0.587990 0.568548
B1 0.050712 -0.029119 0.312988
O3 -0.099303 1.156573 -0.542281
C2 -1.366346 1.196164 -0.913316
O4 -1.833330 2.147547 -1.576967
O5 1.005610 -1.004183 -0.297634
C3 2.096035 -0.938599 0.400397
O6 3.201581 -1.405604 0.172079
C4 1.807511 -0.138987 1.707942
O7 0.630564 0.336020 1.583129
O8 2.583310 0.076936 2.628894
O9 -2.417538 4.150467 -3.807045
H1 -3.197485 4.670433 -3.613280
H2 -2.188314 3.741530 -2.972501
O10 -4.530561 -2.816446 -1.397032
H3 -4.208046 -2.103138 -0.846213
H4 -5.368818 -3.061860 -1.005450
O11 5.293309 -0.229665 2.045002
H5 5.262881 -0.105184 1.096419
H6 4.419355 0.017061 2.347584
O12 3.777198 -4.326112 -0.907620
H7 3.764832 -3.498063 -0.427612
H8 4.519702 -4.245408 -1.506288
O13 -5.563057 0.963884 -1.866096
H9 -5.203599 1.187467 -2.724595
H10 -4.814111 0.630983 -1.371636
O14 5.560059 -1.290232 -0.905190
H11 6.166927 -2.002940 -1.105166
H12 4.923638 -1.678312 -0.304697
O15 -4.887228 0.428156 2.161705
H13 -4.807137 0.067653 1.278611
H14 -4.027071 0.287286 2.557340
O16 1.598147 -1.496372 4.746811
H15 0.657678 -1.370212 4.620986
H16 1.986558 -1.262670 3.903745
O17 0.737060 4.367835 -1.455772
H17 1.134392 3.499797 -1.385991
H18 0.233466 4.466916 -0.647809

Forces on the atoms, in the same order (eV/Å):
O -2.2 -1.8 0.8
C 4.4 3.5 -2.3
O 0.0 -0.4 -0.2
B -3.0 0.4 -1.2
O 2.2 -1.1 0.9
C -4.1 -0.3 0.5
O 0.3 -0.2 -0.2
O 1.0 -0.1 0.2
C 1.1 -0.6 0.5
O -1.2 -0.1 -0.1
C 1.1 0.5 -0.2
O 0.1 0.5 1.5
O -0.5 -0.4 -0.6
O -0.1 0.5 -0.7
H -0.1 0.0 0.1
H 0.3 -0.8 0.7
O -0.1 -0.6 -0.3
H 0.4 0.8 0.2
H -0.2 0.0 0.1
O 1.0 0.1 0.2
H 0.0 -0.1 -0.3
H -0.6 -0.1 0.1
O 0.1 -0.6 0.0
H -0.3 0.5 0.2
H 0.1 0.1 -0.2
O -1.1 0.2 -0.4
H 0.2 0.1 -0.1
H 1.0 -0.1 0.5
O 0.7 0.0 -0.4
H 0.3 0.0 0.0
H -0.6 0.2 0.3
O -0.6 0.1 0.8
H 0.5 0.0 -0.6
H 0.3 0.0 -0.2
O -0.1 -0.5 0.6
H -0.2 0.1 -0.1
H 0.3 0.4 -0.2
O 0.4 0.6 -0.1
H -0.2 -0.5 0.0
H -0.3 -0.2 0.1

These are the Löwdin partial charges, in e, on atoms 1 to 4: -0.034, -0.401, 0.143, -0.908

***

Entry 4:
The following is a quantum chemistry calculation of a cluster of 5 separate species, C4H18N2O5 in total at a distorted geometry, from the OMol25 dataset.

Computed properties:
**Total charge**: 0
**Energy above the lowest of the compared OMol25 structures with the same formula, charge and spin**: 0.385 eV
**Spin multiplicity**: 1
**Frontier orbital gap**: 9.86 eV
**E**: -648.9557 Ha

Element x y z (Å)
C1 -0.071314 -1.388147 -1.128282
N1 0.547615 -0.870326 0.111990
C2 0.443477 0.972479 1.761202
C3 0.427456 0.590662 0.289525
C4 -0.822399 1.176122 -0.386854
N2 -0.655972 1.834852 -1.557814
O1 -1.946150 1.091941 0.127573
H1 0.333469 -0.865835 -1.992413
H2 0.162765 -2.426015 -1.243125
H3 -1.147011 -1.274825 -1.114877
H4 0.234916 -1.353243 0.908819
H5 -0.410579 0.587923 2.242792
H6 0.364351 2.093026 1.919547
H7 1.341134 0.656731 2.287159
H8 1.316225 1.025959 -0.204648
H9 -1.445207 2.268503 -2.052764
H10 0.168435 1.777814 -2.044719
H11 3.717675 -0.209828 -0.305507
H12 2.432564 -0.953084 -0.537809
O2 3.195847 -0.643908 -0.986821
H13 2.261690 0.722074 -3.518705
H14 2.397776 0.420868 -2.032939
O3 1.967062 1.037055 -2.664954
H15 -2.505941 -0.129105 1.128373
H16 -3.353361 -0.313105 2.386322
O4 -2.863915 -0.811778 1.778628
H17 -0.952842 -3.064276 2.517845
H18 -1.476420 -1.705807 2.311717
O5 -0.670901 -2.187830 2.527093

Forces on the atoms, in the same order (eV/Å):
C 0.3 0.6 0.7
N 0.5 1.0 -1.7
C 0.5 1.9 -0.2
C 0.8 0.0 -0.5
C -1.0 0.5 -0.2
N -2.5 0.3 1.2
O 0.6 -0.1 -0.2
H 0.0 0.1 0.0
H 0.2 -0.7 0.0
H -0.5 0.0 -0.1
H -0.7 -0.8 1.2
H -1.0 -0.7 0.7
H 0.2 -1.1 -0.5
H 0.1 -0.3 -0.2
H -0.5 0.1 0.1
H 0.4 -0.6 0.8
H 2.6 -0.2 -1.2
H 0.1 0.0 0.0
H -2.0 -0.8 1.2
O 1.8 0.6 -0.8
H 0.0 0.0 -0.3
H 0.2 0.2 -0.1
O -0.2 0.1 0.1
H -0.4 -0.6 0.6
H -1.1 1.0 1.4
O 1.3 -0.4 -2.0
H -0.5 -2.5 0.1
H -0.7 0.6 -0.1
O 1.2 1.7 0.1

These are the Löwdin partial charges, in e, on atoms 1 to 4: -0.079, -0.063, -0.030, -0.315

***

Entry 5:
The following is a quantum chemistry calculation of a cluster of 6 separate species, C4H18N2O7 in total at a distorted geometry, from the OMol25 dataset.

Computed properties:
**Total charge**: 0
**Energy above the lowest of the compared OMol25 structures with the same formula, charge and spin**: 2.483 eV
**Spin multiplicity**: 1
**Frontier orbital gap**: 10.21 eV
**E**: -799.4037 Ha

Element x y z (Å)
C1 2.495845 -1.464335 0.433040
C2 2.726248 0.050332 0.278452
C3 2.963317 0.348187 -1.214639
O1 3.213280 -0.588272 -1.927574
N1 1.310678 -1.983497 -0.231725
C4 0.060040 -1.475741 0.029082
N2 -0.175842 -0.986692 1.286063
O2 -0.811359 -1.621444 -0.834194
H1 3.440196 -1.960549 0.286391
H2 2.265207 -1.570289 1.512292
H3 3.456303 0.353102 1.024571
H4 1.781794 0.641779 0.401464
H5 2.879853 1.384406 -1.592415
H6 1.439977 -2.151931 -1.221857
H7 0.353861 -1.201349 2.107961
H8 -1.079721 -0.571368 1.452265
H9 -1.762511 1.857954 2.607506
H10 -2.595634 0.747829 2.282505
O3 -2.171889 1.127282 3.091328
H11 -2.462038 2.397980 0.053936
H12 -1.476822 3.239230 1.012801
O4 -2.381999 3.028267 0.786235
H13 -2.951365 -0.511681 0.139838
H14 -4.038935 0.331765 0.777416
O5 -3.250886 -0.181622 1.001753
H15 0.387164 -0.368127 -2.321127
H16 1.078397 -0.512827 -3.636248
O6 0.898353 0.151654 -2.960733
H17 -1.464287 0.451129 -0.844103
H18 -1.917222 0.492692 -2.349599
O7 -2.210000 0.546143 -1.430673

Forces on the atoms, in the same order (eV/Å):
C -1.1 1.3 2.4
C -1.5 0.4 -1.5
C 1.3 -0.8 1.0
O 0.3 0.3 -0.5
N 1.1 0.3 -0.5
C 0.1 -1.7 0.4
N -0.5 0.5 -0.7
O 0.2 0.9 0.4
H -0.2 -0.7 -0.6
H 0.5 -0.2 -0.3
H 0.2 0.5 -0.3
H 0.5 -0.5 0.8
H 0.0 -0.2 0.1
H -0.1 -0.1 0.2
H 0.3 0.0 -0.1
H -0.1 -0.3 0.2
H 0.0 0.3 0.7
H -0.1 -0.3 1.1
O 0.2 0.0 -1.3
H 0.6 0.2 0.1
H 0.3 -0.2 -0.6
O -0.8 0.0 0.2
H 0.0 -0.1 0.0
H 0.1 -0.1 0.1
O -0.4 -0.2 -0.4
H -0.1 0.1 0.0
H 0.2 0.2 -0.1
O -0.9 -0.2 -0.1
H 0.6 -0.3 -0.3
H 0.3 -0.1 0.4
O -1.1 1.0 -0.3

These are the Löwdin partial charges, in e, on atoms 1 to 4: -0.196, -0.127, -0.254, 0.022

***

Entry 6:
The following is a quantum chemistry calculation of a cluster of 4 separate species, C4H18NO3 in total at a distorted geometry, from the OMol25 dataset.

Computed properties:
**Total charge**: +1
**Energy above the lowest of the compared OMol25 structures with the same formula, charge and spin**: 1.612 eV
**Spin multiplicity**: 1
**Frontier orbital gap**: 11.58 eV
**E**: -443.4083 Ha

Element x y z (Å)
C1 0.397924 -0.869379 -1.906100
C2 0.141306 0.144062 -0.813517
C3 -1.357355 0.267559 -0.795332
C4 -2.055638 1.420144 -0.020625
N1 0.543211 -0.580113 0.589156
H1 0.711972 -0.618488 -2.909965
H2 -0.401411 -1.643911 -2.157261
H3 1.235024 -1.614014 -1.727195
H4 0.794450 0.981099 -0.952477
H5 -1.658907 0.362638 -1.901076
H6 -1.881540 -0.660933 -0.510631
H7 -1.603924 1.508233 0.998543
H8 -1.940195 2.396435 -0.460593
H9 -3.118547 1.218690 0.166955
H10 1.281937 -1.270798 0.551344
H11 0.759148 0.117335 1.286157
H12 -0.342503 -0.925426 0.954514
H13 1.497732 3.175597 1.184286
H14 1.754284 1.942163 2.203911
O1 1.102523 2.368741 1.519244
H15 -3.565189 -0.690621 2.230221
H16 -2.373470 -0.450410 3.183230
O2 -2.601093 -0.585251 2.258413
H17 4.094756 -1.441162 -1.380176
H18 3.347364 -2.596599 -2.219857
O3 3.335115 -2.015104 -1.453638

Forces on the atoms, in the same order (eV/Å):
C 1.2 -4.3 -1.0
C -0.3 -2.9 0.0
C -2.5 1.9 -1.4
C 0.9 -0.5 1.4
N -1.1 1.6 -0.8
H -0.1 1.5 -0.1
H 0.2 1.4 0.9
H -0.6 1.2 0.6
H -0.1 0.7 0.5
H 0.5 0.0 1.5
H 0.8 0.0 0.0
H -0.4 -0.1 -0.7
H 0.0 0.2 -0.5
H 0.3 0.0 -0.4
H 0.1 -0.3 -0.3
H 0.5 0.7 0.0
H -0.1 -0.8 -0.1
H 0.3 0.1 0.2
H -1.6 1.9 -1.9
O 1.4 -2.1 1.9
H 0.4 0.0 0.1
H -0.2 0.0 0.1
O 0.0 -0.2 -0.1
H 0.5 -0.2 -0.6
H 0.7 0.3 0.0
O -0.9 -0.1 0.7

These are the Löwdin partial charges, in e, on atoms 1 to 4: -0.095, -0.253, -0.242, -0.094